No. 1
Entry from the OMol25 dataset: a cluster of 2 separate species, CHF3O2P in total (ωB97M-V with the def2-TZVPD basis set).

* net charge: -1
* Kohn-Sham gap (alpha / beta): 0.3323 / 0.3324 Eh
* relative energy (zero: lowest compared OMol25 entry of this formula, charge and spin): 433.2 kJ/mol

Structure (XYZ):
```
8
Properties=species:S:1:pos:R:3:forces:R:3
C 0.7118 0.0363 -0.2539 1.930 0.435 -3.678
O -0.8056 -1.5143 1.2626 -0.243 0.061 -0.058
O -1.6704 -0.5623 -1.0232 -1.194 -0.219 -1.403
F 1.4345 2.1342 0.4866 -0.755 -2.326 -0.706
F 0.7681 0.2877 -1.6009 0.526 0.278 2.558
F 1.6677 -0.7874 0.0028 0.328 0.893 0.377
P -1.0295 -0.4352 0.2718 0.627 0.934 2.585
H -1.0767 0.8410 0.8541 -1.220 -0.056 0.324
```
Forces are in eV/Å.

***

No. 2
Entry from the OMol25 dataset: a structure of composition CHF3O2S (ωB97M-V with the def2-TZVPD basis set).

* Kohn-Sham gap (alpha / beta): 0.3015 / 0.3016 Eh
* relative energy (zero: lowest compared OMol25 entry of this formula, charge and spin): 269.0 kJ/mol

Structure (XYZ):
```
8
Properties=species:S:1:pos:R:3:forces:R:3
C -0.4994 2.2896 1.7528 1.741 -1.832 -1.789
O -0.1887 0.9331 1.5685 -0.213 0.670 0.892
O 1.9719 -0.9021 0.6695 3.021 -0.048 0.492
F -1.2826 2.7365 0.7430 0.556 0.129 -0.049
F 0.6264 3.0908 1.8527 -0.719 -0.849 -0.779
F -1.1559 2.5753 2.8548 -0.535 -0.880 0.871
S 0.6100 -0.7492 0.3957 -3.843 1.301 0.859
H 0.0488 -1.7807 1.2614 -0.009 1.509 -0.498
```
Forces are in eV/Å.

***

No. 3
Entry from the OMol25 dataset: an isolated molecule of CHF3O3S (ωB97M-V with the def2-TZVPD basis set).

* Kohn-Sham gap: 0.4519 Eh
* relative energy (zero: lowest compared OMol25 entry of this formula, charge and spin): 20.6 kJ/mol

Structure (XYZ):
```
9
Properties=species:S:1:pos:R:3:forces:R:3
C 0.7553 0.0284 0.5488 1.533 0.477 0.171
O -0.4363 0.6069 0.3745 -1.196 0.578 -0.632
O -2.6789 1.1014 -0.5007 -0.709 0.597 0.252
O 0.6715 -1.2610 0.8463 1.009 -1.893 0.556
F 1.5276 0.0451 -0.5929 0.084 1.296 0.373
F 1.4524 0.7840 1.5810 -1.377 -1.447 -2.351
F -1.0449 0.3482 -2.1207 -0.317 -0.314 1.352
S -1.7639 0.0527 -0.6708 2.446 -0.063 -0.412
H 1.5172 -1.7058 0.5346 -1.473 0.769 0.691
```
Forces are in eV/Å.

***

No. 4
Entry from the OMol25 dataset: an isolated molecule of CHF3OS2 (ωB97M-V with the def2-TZVPD basis set).

* Kohn-Sham gap: 0.3698 Eh
* SMILES string: O=[S@H](=S)C(F)(F)F
* relative energy (zero: lowest compared OMol25 entry of this formula, charge and spin): 38.7 kJ/mol

Structure (XYZ):
```
8
Properties=species:S:1:pos:R:3:forces:R:3
O -0.2786 0.5337 1.8316 -0.236 -0.328 -0.409
S -0.7941 0.0977 0.5494 -0.563 2.483 -0.180
S -1.9585 -1.3713 0.3353 0.270 0.266 -0.085
C 0.7750 -0.1483 -0.4986 2.412 2.327 1.622
F 1.2992 1.0900 -0.8958 -1.311 -1.585 0.471
F 0.5946 -0.8942 -1.5010 -0.721 -1.078 -2.101
F 1.7415 -0.7044 0.2654 -1.028 0.352 -0.024
H -1.3790 1.3967 -0.0863 1.176 -2.435 0.706
```
Forces are in eV/Å.